1.
C31H25Br2IN7O3SSm | the ωB97M-V functional and the def2-TZVPD basis

Structure (XYZ):
```
71
Properties=species:S:1:pos:R:3:forces:R:3
Sm 13.625 -16.437 -4.780 1.5 0.1 -0.3
O 14.443 -17.079 -6.703 0.3 0.3 -1.0
N 14.864 -16.408 -7.823 0.2 -1.0 -0.3
C 15.275 -17.170 -8.900 0.0 1.6 0.1
C 15.829 -16.577 -10.020 -0.3 -0.1 0.5
C 16.053 -15.189 -9.979 -0.1 0.7 1.6
C 15.589 -14.433 -8.882 -0.4 -1.3 -0.6
C 14.867 -15.052 -7.824 -0.1 0.1 -0.1
S 13.953 -14.216 -6.604 0.6 -0.3 0.1
H 15.142 -18.211 -8.778 -0.1 -0.9 0.1
H 16.095 -17.187 -10.891 0.0 0.3 0.6
H 16.678 -14.700 -10.715 -0.3 0.0 -0.2
H 15.684 -13.365 -8.803 0.2 0.2 -0.2
C 15.936 -19.270 -5.076 -0.6 -0.4 -0.3
O 14.937 -18.656 -4.167 1.4 0.4 -0.8
C 14.468 -19.516 -3.215 -0.4 -1.7 0.2
C 15.074 -20.722 -2.821 0.0 0.7 -0.1
C 14.299 -21.668 -2.143 0.4 -0.5 0.6
Br 15.131 -23.236 -1.466 0.0 0.2 -0.3
C 12.954 -21.529 -1.895 -0.8 2.2 -0.8
C 12.361 -20.270 -2.267 0.5 -0.9 0.0
C 13.156 -19.283 -2.836 -0.4 -0.4 0.1
O 12.590 -18.060 -3.193 -0.1 0.1 0.3
C 10.907 -20.069 -2.200 -1.2 -2.4 1.6
N 10.112 -20.887 -1.516 0.9 1.7 -0.6
C 8.806 -20.412 -1.714 1.4 2.0 -2.1
C 7.591 -20.816 -1.250 -1.7 -0.2 0.3
C 6.409 -20.178 -1.737 1.4 -0.3 0.3
C 6.485 -19.112 -2.628 0.9 0.2 -0.1
C 7.754 -18.645 -3.108 -0.9 -0.9 0.8
C 8.886 -19.289 -2.653 -1.9 -1.3 1.4
N 10.227 -19.042 -2.879 1.1 0.0 -1.7
H 16.865 -19.525 -4.559 -0.5 -0.2 0.2
H 16.204 -18.537 -5.817 -0.2 0.5 -0.1
H 15.446 -20.130 -5.617 0.6 0.7 0.9
H 16.137 -20.919 -3.011 -0.7 0.0 0.0
H 12.305 -22.285 -1.478 0.2 -0.1 0.1
H 11.707 -18.035 -2.724 0.6 0.5 -0.4
H 7.520 -21.597 -0.492 0.0 0.1 -0.4
H 5.439 -20.531 -1.409 0.1 0.1 0.1
H 5.543 -18.632 -2.893 0.5 0.0 -0.3
H 7.838 -17.842 -3.804 -0.1 0.6 -0.3
H 10.541 -18.883 -3.874 -0.7 -0.3 1.4
N 9.567 -15.880 -6.337 -0.2 0.5 0.4
C 9.842 -16.863 -7.270 -1.5 0.1 -0.3
C 11.056 -17.380 -6.998 -0.1 1.6 1.0
N 11.589 -16.639 -5.924 -1.3 -0.7 -0.3
C 10.645 -15.776 -5.544 0.6 -0.3 -0.4
C 10.876 -14.842 -4.450 0.4 0.3 0.4
N 11.916 -15.007 -3.606 -1.1 -0.1 -1.4
C 11.853 -13.973 -2.720 -0.6 -0.2 0.2
C 10.783 -13.182 -2.992 -0.6 -0.5 -1.1
N 10.173 -13.721 -4.148 1.0 -0.4 1.4
H 8.693 -15.351 -6.192 0.7 -0.6 -0.5
H 9.089 -17.083 -8.017 0.3 -0.2 0.1
H 11.549 -18.161 -7.522 0.6 -0.3 -0.1
H 12.468 -14.008 -1.849 0.4 0.5 0.2
H 10.352 -12.351 -2.475 0.0 0.3 0.0
H 9.295 -13.406 -4.545 0.3 0.0 0.0
Br 18.363 -12.718 -1.328 -0.1 -0.3 -0.6
C 18.618 -13.075 -3.188 -0.4 0.0 0.3
C 19.575 -12.305 -3.830 0.7 0.5 0.1
C 19.866 -12.425 -5.183 0.3 0.1 0.4
C 19.171 -13.349 -5.940 -0.4 -0.5 -0.2
C 18.204 -14.127 -5.329 -0.5 -0.6 1.3
C 17.921 -14.011 -3.940 -0.3 0.3 -1.1
I 16.253 -15.067 -3.059 0.7 0.2 -0.2
H 20.130 -11.594 -3.214 -0.1 -0.2 -0.3
H 20.682 -11.831 -5.588 -0.3 -0.1 -0.1
H 19.322 -13.544 -7.004 0.3 0.4 0.4
H 17.716 -14.905 -5.900 -0.2 0.1 0.0
```
Forces are in eV/Å.

Summary:
Gap between HOMO and LUMO (spin up / spin down)   6.6 / 7.1 eV
Charge   +2
Electronic energy   -8306.78481 a.u.
Expectation value of S²   8.76
Spin multiplicity   6


2.
C6H6LiO2Sn | the ωB97M-V functional and the def2-TZVPD basis

Structure (XYZ):
```
16
Properties=species:S:1:pos:R:3:forces:R:3
C -1.547 2.042 0.453 0.5 0.1 0.0
C -1.355 0.936 -0.286 0.5 0.1 0.1
C -1.087 -0.440 0.181 -1.2 -0.1 0.9
H -1.756 2.995 -0.035 0.0 -0.3 0.2
H -1.553 2.029 1.547 -0.2 0.0 -0.2
H -1.374 1.017 -1.377 -0.2 0.0 0.3
H -1.517 -1.221 -0.456 0.4 0.1 0.2
C -1.136 -0.774 1.498 -0.4 0.2 -0.4
O -1.142 -1.062 2.606 0.2 0.1 -0.5
O 2.151 0.077 -0.230 0.3 0.0 -0.2
C 1.807 -1.063 -0.469 -2.1 -0.1 0.9
C 0.911 -1.973 -0.760 4.1 0.1 -1.4
Li 0.978 1.564 0.403 -0.7 0.1 0.0
Sn 4.216 0.788 -1.071 0.8 0.2 -0.2
H 1.522 -2.016 -1.816 -1.7 -0.6 0.8
H 0.882 -2.900 -0.189 -0.5 -0.1 -0.3
```
Forces are in eV/Å.

Summary:
Gap between HOMO and LUMO (spin up / spin down)   6.0 / 6.2 eV
Charge   +2
Electronic energy   -603.74930 a.u.
Expectation value of S²   0.75
Spin multiplicity   2


3.
C2H2Cl2 | the ωB97M-V functional and the def2-TZVPD basis

Structure (XYZ):
```
6
Properties=species:S:1:pos:R:3:forces:R:3
C 0.221 1.080 0.463 -0.7 -4.3 -3.1
C -0.016 -0.799 -0.283 0.2 6.2 1.4
Cl 0.858 -1.985 0.373 1.6 -1.8 0.9
Cl -1.529 -1.186 -0.874 -0.9 0.0 -0.3
H -0.811 1.469 0.171 1.9 0.2 0.4
H 1.278 1.421 0.150 -2.1 -0.3 0.6
```
Forces are in eV/Å.

Summary:
Gap between HOMO and LUMO (spin up / spin down)   7.3 / 9.6 eV
Electronic energy   -997.57966 a.u.
Spin multiplicity   1


4.
C4H9NO2S | the ωB97M-V functional and the def2-TZVPD basis

Structure (XYZ):
```
17
Properties=species:S:1:pos:R:3:forces:R:3
C -0.155 0.439 -0.371 -0.9 0.3 0.6
N 1.101 -0.042 -0.912 0.2 -0.4 -0.3
C 1.294 -0.225 -2.253 -0.1 1.5 -0.8
O 0.380 0.502 -2.962 -0.6 0.0 1.6
O 2.205 -0.784 -2.808 0.0 -0.6 0.5
C -0.087 0.793 1.127 -0.1 -0.7 -0.5
C -0.495 -0.357 2.048 -0.4 -0.2 -0.5
S -2.301 -0.620 1.872 -0.3 0.5 0.1
H -0.947 -0.290 -0.562 -0.1 0.0 0.2
H -0.508 1.353 -0.832 0.5 0.0 -0.7
H 1.559 -0.771 -0.391 0.2 0.0 0.2
H 0.587 0.444 -3.877 0.5 -0.3 -1.2
H 0.917 1.150 1.359 0.0 -0.1 0.1
H -0.767 1.624 1.321 0.0 0.1 0.0
H -0.118 -1.330 1.736 0.7 0.2 0.2
H -0.210 -0.072 3.047 -0.1 -0.4 0.5
H -2.456 -1.814 2.458 0.3 0.0 0.1
```
Forces are in eV/Å.

Summary:
Gap between HOMO and LUMO   10.0 eV
SMILES   O=C(O)NCCCS
Electronic energy   -761.25507 a.u.
Spin multiplicity   1


5.
C17H21NO5 | the ωB97M-V functional and the def2-TZVPD basis

Structure (XYZ):
```
44
Properties=species:S:1:pos:R:3:forces:R:3
C 5.114 -5.375 -1.022 0.2 0.0 -0.1
H 5.433 -6.377 -1.303 0.0 0.1 0.0
O 3.809 -5.521 -0.512 -0.3 0.0 0.1
C 3.149 -4.422 -0.077 -0.3 0.1 0.1
C 3.657 -3.124 -0.085 0.3 -0.2 -0.1
C 2.892 -2.077 0.386 -0.4 0.0 0.1
C 1.601 -2.280 0.879 0.4 -0.5 -0.2
C 1.102 -3.590 0.879 0.1 0.3 0.0
C 1.856 -4.640 0.414 0.3 -0.2 -0.1
H 1.475 -5.648 0.415 -0.1 -0.1 0.0
H 0.107 -3.776 1.254 -0.1 0.0 0.0
C 0.767 -1.215 1.384 -0.2 0.8 0.2
C 1.087 0.086 1.480 0.0 -0.5 -0.1
C 0.178 1.102 1.999 -0.1 0.3 0.1
O 0.458 2.285 2.057 0.1 -0.3 0.1
O -1.001 0.608 2.409 0.1 -0.3 -0.1
C -1.951 1.512 2.964 -0.3 0.3 0.2
C -2.752 2.224 1.859 0.4 -0.2 0.5
O -3.895 1.918 1.592 -0.4 -0.2 0.0
N -2.057 3.200 1.252 0.4 0.4 -0.3
H -1.079 3.320 1.498 -0.2 -0.1 0.1
C -2.532 3.878 0.071 -0.1 0.2 -0.5
C -1.775 3.401 -1.184 0.1 -0.1 0.5
C -2.018 1.903 -1.468 0.0 0.1 0.0
H -1.122 1.308 -1.297 0.0 0.0 0.0
H -2.812 1.527 -0.823 0.0 0.0 0.1
C -2.464 1.884 -2.932 0.0 0.3 0.0
H -3.188 1.101 -3.144 0.0 -0.1 0.0
H -1.605 1.766 -3.593 0.0 0.0 -0.1
C -3.050 3.285 -3.090 -0.2 -0.3 -0.2
H -4.078 3.320 -2.702 0.0 0.0 -0.1
O -2.205 4.122 -2.326 0.1 0.2 0.0
H -3.041 3.658 -4.114 -0.1 0.0 0.0
H -0.708 3.622 -1.051 -0.1 -0.1 0.0
H -3.598 3.661 -0.030 0.1 0.1 0.0
H -2.394 4.956 0.183 -0.1 -0.1 0.0
H -2.629 0.897 3.557 0.1 0.2 -0.1
H -1.441 2.249 3.594 -0.1 -0.1 0.0
H 2.044 0.478 1.172 0.1 0.0 0.0
H -0.218 -1.516 1.716 -0.1 0.0 0.0
H 3.310 -1.082 0.367 0.1 0.1 0.0
H 4.649 -2.922 -0.458 0.1 0.0 0.0
H 5.130 -4.729 -1.905 0.0 0.0 0.0
H 5.798 -4.977 -0.265 0.0 0.0 0.0
```
Forces are in eV/Å.

Summary:
Gap between HOMO and LUMO   8.3 eV
SMILES   COc1ccc(/C=C/C(=O)OCC(=O)NC[C@H]2CCCO2)cc1
Electronic energy   -1091.35174 a.u.
Spin multiplicity   1


6.
C30H61BrIN10OSiSr | the ωB97M-V functional and the def2-TZVPD basis

Structure (XYZ):
```
106
Properties=species:S:1:pos:R:3:forces:R:3
Sr -0.307 0.518 -0.423 7.3 -1.1 -2.3
C -3.044 4.565 -2.249 0.0 -0.1 0.1
N -1.811 4.342 -2.982 0.0 0.1 0.0
C -1.669 5.215 -4.143 0.0 0.0 -0.1
C -0.879 3.427 -2.634 0.1 0.2 -0.2
N -0.964 2.474 -1.773 -0.7 -0.1 0.5
C -2.140 1.947 -1.105 -0.7 0.7 1.3
C -2.143 2.266 0.528 0.3 -0.9 -0.2
N -1.129 1.469 1.419 -3.7 -0.5 -0.4
C -0.995 2.065 2.739 -0.3 -0.1 -0.1
C 0.137 1.363 3.471 -0.1 0.2 -0.2
N 1.250 1.297 2.551 -0.2 -0.1 0.1
C 2.468 1.262 2.937 0.4 -0.1 -0.1
N 2.942 1.118 4.208 0.2 0.0 0.0
C 2.203 0.470 5.274 -0.1 -0.3 0.0
C 4.330 1.383 4.567 0.0 0.0 0.0
N 3.491 1.353 1.942 -0.4 0.2 0.3
C 3.196 2.311 0.892 -0.2 0.1 -0.2
C 3.788 0.041 1.387 0.0 -0.2 0.0
C -1.713 -0.028 1.518 -1.7 0.5 0.1
C -2.501 -0.719 0.236 0.2 -0.7 0.7
N -1.704 -1.240 -0.968 -2.3 0.5 1.6
C -2.392 -2.003 -1.780 0.5 -0.5 -0.1
N -1.680 -2.841 -2.579 -0.1 0.1 0.0
C -2.035 -3.006 -3.981 -0.1 0.0 -0.1
C -0.260 -3.023 -2.306 0.1 0.1 0.1
N -3.761 -2.092 -1.828 0.1 -0.2 -0.2
C -4.421 -3.347 -2.155 0.0 -0.1 0.1
C -4.607 -0.923 -1.957 0.1 0.1 0.2
N 0.373 3.575 -3.312 -0.2 -0.1 0.1
C 1.448 3.838 -2.363 0.2 0.0 0.2
C 0.675 2.393 -4.119 0.0 -0.2 0.0
H -3.322 5.610 -2.374 0.0 0.0 0.0
H -3.873 3.954 -2.616 0.0 0.0 0.0
H -2.904 4.388 -1.184 0.0 0.0 -0.1
H -2.469 5.007 -4.857 0.0 0.0 0.0
H -1.747 6.256 -3.824 0.0 0.0 0.0
H -0.707 5.055 -4.613 0.0 0.0 0.0
H -3.125 2.262 -1.440 0.1 0.1 -0.1
H -2.108 0.841 -1.266 -1.4 1.3 -0.5
H -1.940 3.332 0.629 0.4 -0.1 0.1
H -3.160 2.112 0.917 0.1 -0.1 -0.2
H -0.765 3.119 2.570 0.1 0.0 0.1
H -1.943 2.010 3.299 0.1 0.0 0.1
H 0.325 1.898 4.409 0.1 0.0 -0.1
H -0.198 0.352 3.737 -0.1 0.1 0.1
H 1.320 -0.041 4.895 0.3 0.0 0.1
H 2.844 -0.286 5.733 0.0 0.0 0.0
H 1.904 1.177 6.052 0.0 0.0 0.0
H 4.804 2.019 3.831 0.0 0.0 -0.1
H 4.345 1.878 5.540 0.0 0.0 0.0
H 4.902 0.453 4.647 0.0 0.0 0.0
H 2.356 2.002 0.246 0.2 0.0 0.1
H 2.958 3.278 1.332 0.0 0.0 0.0
H 4.082 2.419 0.268 0.0 0.0 0.0
H 3.993 -0.663 2.194 0.0 0.0 0.0
H 2.954 -0.347 0.773 0.2 0.1 0.1
H 4.675 0.107 0.758 0.0 0.0 0.0
H -1.022 -0.748 1.992 0.2 0.6 -0.5
H -2.572 0.026 2.201 0.3 0.1 0.1
H -2.976 -1.602 0.673 0.3 0.1 0.3
H -3.378 -0.088 0.053 0.4 0.2 -0.5
H -3.024 -2.600 -4.180 0.0 0.0 0.0
H -1.311 -2.470 -4.601 0.0 0.0 0.0
H -2.023 -4.061 -4.260 0.0 0.0 0.0
H -0.117 -3.362 -1.280 0.0 0.0 0.0
H 0.119 -3.790 -2.978 0.0 0.0 0.0
H 0.308 -2.095 -2.441 0.0 -0.1 0.0
H -3.718 -4.170 -2.067 0.0 0.0 0.0
H -5.236 -3.510 -1.445 0.0 0.0 0.0
H -4.842 -3.338 -3.165 0.0 0.0 0.0
H -4.016 -0.052 -2.236 0.0 0.0 0.1
H -5.325 -1.108 -2.756 0.0 0.1 0.0
H -5.166 -0.705 -1.038 0.0 0.0 -0.1
H 2.349 4.085 -2.923 0.0 0.0 0.0
H 1.188 4.694 -1.739 0.0 0.0 0.0
H 1.665 2.970 -1.718 -0.1 0.1 -0.1
H -0.122 2.236 -4.847 0.0 0.0 0.0
H 1.597 2.580 -4.667 0.0 0.0 0.0
H 0.803 1.488 -3.506 0.0 0.1 -0.1
C 4.223 0.688 -2.409 0.0 0.0 -0.1
Si 2.864 -0.633 -2.405 -0.5 0.2 0.3
C 3.456 -2.175 -1.474 -0.1 -0.1 0.1
C 2.417 -1.124 -4.189 0.1 0.0 0.1
O 1.541 -0.051 -1.672 0.2 -0.1 0.0
H 4.617 0.898 -3.405 0.0 0.0 0.0
H 5.073 0.423 -1.779 0.0 -0.1 0.0
H 3.808 1.620 -2.017 0.0 0.0 0.0
H 3.440 -3.078 -2.084 0.0 0.0 -0.1
H 2.775 -2.346 -0.630 0.1 0.0 -0.1
H 4.458 -2.084 -1.056 0.1 0.0 0.0
H 3.154 -0.793 -4.922 0.1 0.0 0.0
H 1.460 -0.676 -4.464 0.0 0.1 0.0
H 2.313 -2.205 -4.304 0.0 -0.1 0.0
Br -1.109 -6.208 4.260 0.1 -0.1 0.0
C -2.551 -5.003 4.282 -0.1 -0.1 0.3
C -3.434 -5.067 5.357 0.0 0.0 0.0
C -4.507 -4.196 5.436 0.0 0.0 0.0
C -4.708 -3.255 4.436 0.0 0.0 0.0
C -3.837 -3.198 3.363 0.0 0.0 0.0
C -2.756 -4.069 3.284 0.1 0.2 -0.3
I -1.499 -3.917 1.614 0.0 -0.1 0.1
H -3.271 -5.809 6.125 0.0 0.0 0.0
H -5.183 -4.261 6.277 0.0 0.0 0.0
H -5.543 -2.570 4.485 0.0 0.0 0.0
H -4.006 -2.480 2.571 0.0 0.0 0.0
```
Forces are in eV/Å.

Summary:
Gap between HOMO and LUMO   8.3 eV
Charge   +1
Electronic energy   -4994.21167 a.u.
Spin multiplicity   1